Entry 1:
C39H53BrIN4O13P2RbS as an isolated structure in a non-equilibrium geometry. Source: the Open Molecules 2025 dataset; level of theory: ωB97M-V/def2-TZVPD.

XYZ file:
```
115
Properties=species:S:1:pos:R:3:mulliken_charge:R:1
Rb -0.07 -0.49 0.38 0.15
N -3.71 3.66 -0.41 -0.30
C -3.07 2.86 0.57 -0.06
S -3.93 1.47 1.12 -0.43
N -1.90 3.30 0.92 -0.89
N -1.19 2.44 1.76 1.07
C -0.91 2.91 2.91 -0.37
C -1.48 4.20 3.42 -0.08
C -2.85 4.34 3.57 -0.22
C -3.39 5.53 4.03 -0.78
C -2.56 6.60 4.35 -0.35
C -1.18 6.47 4.19 -0.76
C -0.65 5.27 3.74 0.14
C 0.07 2.18 3.78 0.37
C 0.22 2.52 5.12 -0.57
C 1.19 1.88 5.88 -0.62
C 1.97 0.91 5.28 -1.08
C 1.73 0.61 3.94 -0.91
N 0.80 1.22 3.21 0.37
H -4.71 3.60 -0.31 0.21
H -3.35 4.61 -0.39 0.22
H -3.50 3.50 3.30 0.38
H -4.46 5.62 4.14 0.39
H -2.98 7.53 4.70 0.37
H -0.53 7.30 4.43 0.37
H 0.42 5.17 3.61 0.48
H -0.41 3.28 5.56 0.49
H 1.32 2.12 6.92 0.43
H 2.74 0.37 5.81 0.53
H 2.29 -0.18 3.45 0.82
C 4.57 0.19 -3.51 -1.25
C 4.20 -1.28 -3.52 1.55
C 5.42 -2.18 -3.57 -1.76
O 3.49 -1.65 -2.33 -0.07
P 1.91 -1.39 -2.13 -0.06
O 1.27 -2.22 -1.07 0.03
C 1.10 0.06 -2.95 -0.47
P -0.68 -0.23 -3.10 -0.13
O -1.30 -1.00 -2.01 -0.38
O -1.07 -0.85 -4.52 -0.36
C -0.65 -0.21 -5.74 0.76
C 0.40 -1.07 -6.42 -1.08
C -1.89 0.00 -6.59 -1.59
O -1.16 1.29 -3.19 -0.17
C -2.45 1.82 -2.74 1.32
C -2.62 3.13 -3.48 -1.78
C -3.61 0.87 -2.95 -1.17
O 1.46 -2.25 -3.52 -0.03
C 1.42 -3.67 -3.47 0.45
C -0.02 -4.13 -3.31 -0.96
C 2.06 -4.21 -4.75 -1.38
H 5.06 0.44 -4.46 0.47
H 5.24 0.42 -2.68 0.20
H 3.70 0.83 -3.39 0.21
H 3.55 -1.51 -4.38 -0.32
H 6.05 -1.99 -2.69 0.36
H 6.01 -1.97 -4.46 0.39
H 5.14 -3.23 -3.56 0.38
H 1.53 0.14 -3.95 0.51
H 1.23 0.98 -2.41 0.70
H -0.22 0.77 -5.49 0.35
H -0.06 -1.95 -6.86 0.36
H 1.14 -1.40 -5.70 0.01
H 0.89 -0.50 -7.21 0.38
H -2.39 -0.95 -6.74 0.31
H -1.61 0.41 -7.57 0.42
H -2.58 0.69 -6.11 0.25
H -2.34 2.01 -1.68 -0.20
H -2.74 2.96 -4.55 0.37
H -1.76 3.77 -3.32 0.33
H -3.50 3.64 -3.09 0.41
H -3.77 0.67 -4.02 0.23
H -4.50 1.36 -2.54 0.43
H -3.47 -0.07 -2.43 0.24
H 2.00 -4.02 -2.61 0.31
H -0.61 -3.83 -4.19 0.20
H -0.45 -3.65 -2.44 -0.08
H -0.08 -5.21 -3.19 0.45
H 1.46 -3.94 -5.62 0.22
H 2.13 -5.30 -4.71 0.38
H 3.07 -3.81 -4.87 0.27
O 6.58 -0.17 1.48 -0.68
C 5.40 -0.25 1.26 0.10
C 4.39 -1.08 2.02 0.56
O 4.56 -1.64 3.08 -0.75
C 3.12 -1.04 1.22 0.16
C 3.33 -0.19 0.10 0.14
O 2.45 0.05 -0.85 -0.34
C 4.62 0.44 0.16 0.71
O 5.07 1.34 -0.55 -0.83
O 2.09 -1.65 1.58 -0.41
C -2.58 -3.42 0.35 -0.62
C -3.47 -2.60 1.26 -0.48
O -2.74 -1.68 2.05 -0.17
H -3.16 -4.15 -0.22 0.44
H -1.82 -3.96 0.93 0.33
H -2.07 -2.76 -0.36 -0.04
H -4.07 -3.26 1.91 0.24
H -4.16 -1.99 0.68 0.29
H -2.03 -2.17 2.50 -0.04
O 0.77 -4.02 1.12 -0.73
H 1.56 -3.55 1.45 0.35
H 0.67 -3.56 0.27 0.37
Br 0.44 -4.04 7.25 -0.23
C -0.54 -2.43 6.97 0.26
C -1.13 -1.86 8.09 -0.44
C -1.87 -0.69 7.96 -0.56
C -2.01 -0.11 6.71 -0.73
C -1.41 -0.68 5.60 -0.45
C -0.66 -1.86 5.72 0.09
I 0.19 -2.59 3.98 0.43
H -1.01 -2.33 9.06 0.36
H -2.33 -0.25 8.83 0.36
H -2.59 0.80 6.58 0.47
H -1.53 -0.23 4.62 0.52
```

Summary:
Total charge   -2
LUMO energy   3.59 eV
HOMO-LUMO gap   0.219 Ha
Max |F|   1.6 eV/Å

=====

Entry 2:
An isolated ion of composition C8H13O and charge +1 in a non-equilibrium geometry. Source: the Open Molecules 2025 dataset; level of theory: ωB97M-V/def2-TZVPD.

XYZ file:
```
22
Properties=species:S:1:pos:R:3:mulliken_charge:R:1
C 0.93 -0.71 1.71 -0.20
C -2.31 0.05 -1.44 0.21
C -1.48 0.97 -0.67 -0.41
C -1.07 0.36 0.75 -0.67
C -0.03 -0.71 0.84 -0.27
C 1.80 -0.89 2.71 -0.42
C 3.18 -0.31 2.81 -0.85
C -1.00 -0.12 -3.46 -0.61
O -2.05 -0.54 -2.57 -0.19
H -0.59 1.43 -1.24 0.27
H -2.15 1.86 -0.44 0.33
H -0.80 1.22 1.41 0.39
H -2.00 0.09 1.28 0.42
H -3.22 -0.39 -0.99 0.39
H -0.01 -1.44 0.10 0.43
H 1.62 -1.54 3.48 0.41
H 3.06 0.72 3.00 0.29
H 3.76 -0.40 1.83 0.29
H 3.78 -0.77 3.75 0.26
H -0.37 -0.92 -3.76 0.30
H -1.47 0.08 -4.37 0.35
H -0.24 0.69 -3.11 0.27
```

Summary:
Total charge   +1
LUMO energy   -5.60 eV
HOMO-LUMO gap   0.250 Ha
Max |F|   3.3 eV/Å
ΔE to the lowest compared entry with this formula, charge and spin   51.6 kcal per mole

=====

Entry 3:
A 9-piece molecular cluster, C36H93ClN5O17 overall in a non-equilibrium geometry. Source: the Open Molecules 2025 dataset; level of theory: ωB97M-V/def2-TZVPD.

XYZ file:
```
152
Properties=species:S:1:pos:R:3:mulliken_charge:R:1
Cl 11.67 -13.63 6.57 1.06
O 10.95 -12.68 7.38 -0.21
O 12.97 -13.14 6.19 -0.50
O 11.83 -14.89 7.25 -0.68
O 10.93 -13.85 5.35 -0.68
C 7.51 -12.77 6.56 -0.50
C 8.08 -12.06 5.33 0.23
O 7.97 -12.93 4.22 -0.36
H 7.51 -12.11 7.42 0.17
H 8.14 -13.64 6.76 -0.10
H 6.51 -13.19 6.38 0.41
H 9.13 -11.82 5.47 -0.39
H 7.57 -11.10 5.17 0.27
H 7.05 -12.92 3.94 0.20
C 15.27 -10.30 6.22 -0.86
C 14.18 -9.53 6.94 1.38
O 14.54 -8.14 6.95 -0.62
H 15.37 -9.80 5.25 0.34
H 15.02 -11.34 6.00 0.00
H 16.24 -10.24 6.71 0.34
H 14.00 -9.89 7.96 -0.51
H 13.22 -9.58 6.43 -0.32
H 15.01 -7.93 7.76 0.34
C 11.15 -11.52 11.13 -0.14
C 11.11 -10.44 10.08 0.40
O 11.55 -9.23 10.69 -0.61
H 12.10 -11.60 11.65 -0.41
H 10.82 -12.47 10.71 -0.06
H 10.39 -11.36 11.91 0.52
H 10.10 -10.37 9.65 0.43
H 11.78 -10.71 9.26 -0.40
H 11.72 -8.54 10.04 0.34
C 6.63 -12.20 10.42 -0.84
O 7.14 -13.27 9.69 -0.34
C 8.54 -13.47 9.83 -0.46
C 8.87 -14.84 9.30 -0.52
N 8.47 -15.88 10.27 -0.38
C 8.90 -17.19 9.77 -0.64
C 8.48 -18.29 10.72 -0.62
O 7.05 -18.33 10.74 -0.28
C 6.62 -19.13 11.81 -0.74
H 5.58 -12.10 10.14 0.29
H 7.19 -11.28 10.18 0.29
H 6.66 -12.27 11.52 0.31
H 8.81 -13.41 10.90 0.74
H 9.10 -12.65 9.35 0.12
H 9.95 -14.97 9.15 -0.02
H 8.40 -15.03 8.33 0.49
H 7.46 -15.91 10.29 0.30
H 9.97 -17.15 9.54 0.40
H 8.43 -17.40 8.79 0.29
H 8.87 -18.10 11.72 0.37
H 8.86 -19.26 10.39 0.43
H 7.00 -20.16 11.68 0.29
H 5.54 -19.10 11.86 0.25
H 7.02 -18.83 12.79 0.31
C 17.75 -14.31 9.84 -0.43
O 17.96 -15.71 9.69 -0.40
C 16.92 -16.45 10.28 -0.74
C 15.66 -16.44 9.42 0.10
N 15.96 -16.90 8.07 -0.35
C 14.82 -16.69 7.17 -0.35
C 14.96 -17.49 5.91 -0.25
O 16.14 -17.04 5.24 -0.28
C 16.39 -17.72 4.04 -0.82
H 18.67 -13.83 9.49 0.35
H 17.47 -14.03 10.85 0.20
H 16.97 -13.90 9.19 0.10
H 16.66 -16.07 11.28 0.33
H 17.26 -17.48 10.43 0.35
H 15.24 -15.42 9.38 -0.26
H 14.84 -17.05 9.81 0.44
H 16.78 -16.42 7.73 0.30
H 14.74 -15.61 6.98 0.09
H 13.91 -16.88 7.74 0.35
H 14.11 -17.32 5.24 0.05
H 15.07 -18.56 6.10 0.50
H 17.07 -17.09 3.48 0.26
H 15.52 -17.94 3.40 0.25
H 16.78 -18.73 4.27 0.33
C 11.30 -10.27 4.29 -0.86
O 10.48 -10.74 3.24 0.04
C 9.56 -9.74 2.89 -0.51
C 8.82 -10.03 1.60 -0.98
N 8.04 -11.28 1.59 0.14
C 7.22 -11.34 0.39 -0.89
C 6.54 -12.70 0.27 -0.75
O 7.44 -13.73 0.59 -0.03
C 6.74 -14.95 0.47 -0.98
H 10.65 -9.96 5.12 0.51
H 11.81 -9.34 3.99 0.51
H 12.07 -10.96 4.61 -0.22
H 10.10 -8.79 2.74 0.43
H 8.76 -9.67 3.64 0.23
H 9.49 -10.09 0.74 0.42
H 8.13 -9.18 1.47 0.35
H 7.37 -11.16 2.35 0.01
H 7.87 -11.30 -0.49 0.43
H 6.51 -10.51 0.27 0.38
H 6.15 -12.84 -0.75 0.43
H 5.64 -12.74 0.90 0.38
H 6.46 -15.08 -0.59 0.39
H 5.85 -15.01 1.09 0.39
H 7.35 -15.83 0.68 0.18
C 14.03 -14.98 15.28 -0.80
O 15.01 -14.16 14.71 -0.26
C 14.96 -12.83 15.19 -0.46
C 16.06 -12.06 14.46 -0.91
N 15.95 -12.13 13.01 -0.23
C 14.80 -11.42 12.47 -0.81
C 14.82 -11.38 10.95 -0.49
O 14.40 -12.63 10.46 -0.19
C 14.11 -12.66 9.09 0.30
H 14.10 -14.99 16.37 0.30
H 14.23 -15.99 14.94 0.25
H 12.99 -14.75 15.01 0.31
H 15.18 -12.87 16.27 0.47
H 13.97 -12.38 15.03 0.31
H 17.05 -12.42 14.75 0.40
H 16.15 -11.01 14.76 0.40
H 15.90 -13.10 12.73 0.22
H 14.76 -10.39 12.81 0.28
H 13.87 -11.91 12.78 0.32
H 15.79 -11.06 10.53 0.46
H 14.18 -10.59 10.54 0.25
H 14.99 -12.52 8.45 0.24
H 13.28 -12.04 8.75 -0.54
H 13.87 -13.70 8.84 -0.10
C 9.50 -15.21 -1.52 -0.89
O 10.12 -15.34 -0.27 0.02
C 10.95 -16.46 -0.23 -0.90
C 12.03 -16.37 0.81 -0.51
N 11.45 -16.16 2.13 -0.03
C 12.49 -16.17 3.17 -1.01
C 13.53 -15.08 3.03 -0.59
O 12.95 -13.80 2.93 0.13
C 13.94 -12.81 2.87 -0.57
H 8.92 -16.12 -1.74 0.38
H 10.23 -14.98 -2.31 0.38
H 8.76 -14.41 -1.54 0.07
H 11.41 -16.66 -1.20 0.44
H 10.37 -17.39 -0.07 0.34
H 12.73 -15.59 0.52 0.26
H 12.67 -17.28 0.77 0.36
H 10.76 -16.87 2.33 0.26
H 13.05 -17.12 3.14 0.44
H 12.05 -16.17 4.17 0.33
H 14.24 -15.31 2.22 0.35
H 14.10 -15.09 3.97 0.30
H 13.46 -11.85 3.01 -0.02
H 14.42 -12.79 1.89 0.32
H 14.68 -12.96 3.66 0.22
```

Summary:
Total charge   -1
LUMO energy   2.36 eV
HOMO-LUMO gap   0.311 Ha
Max |F|   2.9 eV/Å
ΔE to the lowest compared entry with this formula, charge and spin   0.0 kcal per mole

=====

Entry 4:
A 2-piece molecular cluster, C2H2NO2 overall in a non-equilibrium geometry. Source: the Open Molecules 2025 dataset; level of theory: ωB97M-V/def2-TZVPD.

XYZ file:
```
7
Properties=species:S:1:pos:R:3:mulliken_charge:R:1
C -0.51 -0.45 -0.89 -0.63
C 1.73 0.39 0.71 0.02
N -0.37 0.07 0.28 -0.05
O 1.74 1.20 1.56 -0.27
O -1.40 0.35 1.06 -0.68
H 0.27 -0.86 -1.36 0.26
H -1.46 -0.69 -1.35 0.35
```

Summary:
Total charge   -1
LUMO energy   4.72 eV
HOMO-LUMO gap   0.268 Ha
Max |F|   3.8 eV/Å
ΔE to the lowest compared entry with this formula, charge and spin   75.6 kcal per mole

=====

Entry 5:
C30H27ClGaN4O7SSb as an isolated structure in a non-equilibrium geometry. Source: the Open Molecules 2025 dataset; level of theory: ωB97M-V/def2-TZVPD.

XYZ file:
```
72
Properties=species:S:1:pos:R:3:mulliken_charge:R:1
Ga 0.80 -0.50 -0.38 1.30
C -1.38 -0.46 3.41 -0.98
C -0.80 0.85 2.97 0.54
C -1.01 2.03 3.67 -0.92
C -0.50 3.22 3.16 -0.52
C 0.19 3.20 1.97 -0.77
C 0.39 1.96 1.35 -0.34
N -0.08 0.82 1.85 0.36
Sb 3.09 2.68 -1.57 0.88
C 1.67 1.91 -2.95 -0.34
C 0.21 3.43 -3.85 -0.11
C -0.93 2.73 -3.83 -0.68
C -1.02 1.30 -3.91 0.10
C -0.03 0.42 -3.59 0.33
C -0.19 -1.06 -3.77 -0.97
N 1.11 0.79 -2.92 0.29
C 4.09 0.82 -1.04 -0.02
C 5.35 0.94 -0.43 -0.87
C 6.07 -0.20 -0.16 -0.37
C 5.52 -1.43 -0.50 -0.77
C 4.27 -1.47 -1.09 0.69
C 3.65 -2.76 -1.52 -1.06
N 3.57 -0.36 -1.34 0.18
H -2.30 -0.31 3.97 0.44
H -0.68 -1.01 4.04 0.21
H -1.58 -1.06 2.53 0.04
H -1.58 2.02 4.59 0.43
H -0.68 4.16 3.67 0.41
H 0.56 4.08 1.48 0.48
H 0.23 4.51 -3.76 0.37
H -1.86 3.28 -3.80 0.24
H -1.98 0.90 -4.21 0.33
H 0.10 -1.35 -4.78 0.39
H -1.22 -1.37 -3.59 0.31
H 0.46 -1.57 -3.05 -0.14
H 5.73 1.92 -0.21 0.37
H 7.05 -0.14 0.30 0.39
H 6.07 -2.35 -0.31 0.43
H 4.23 -3.22 -2.32 0.43
H 2.64 -2.58 -1.86 -0.13
H 3.61 -3.46 -0.68 0.28
Cl -7.78 1.20 -0.24 -0.25
C -6.09 0.82 -0.28 0.45
C -5.16 1.84 -0.37 -1.02
C -3.81 1.53 -0.42 -0.06
C -3.40 0.20 -0.34 0.10
C -4.35 -0.81 -0.22 -0.24
C -5.70 -0.51 -0.20 -0.81
C -1.94 -0.17 -0.39 -0.83
O -1.59 -1.23 0.16 -0.65
O -1.16 0.60 -1.01 -0.01
H -5.49 2.87 -0.42 0.45
H -3.06 2.30 -0.49 0.69
H -4.01 -1.83 -0.16 0.43
H -6.44 -1.29 -0.12 0.41
O -1.27 3.25 -0.38 -0.72
S -0.10 2.77 -1.11 1.29
O 0.80 3.94 -1.30 -0.80
O 1.02 1.88 0.21 -0.32
O 1.46 2.88 -3.95 -0.39
O 1.19 -2.90 0.35 -0.42
N 0.82 -3.18 1.53 0.32
C 1.61 -2.85 2.58 -0.07
C 1.26 -3.18 3.87 -0.80
C 0.06 -3.82 4.12 -0.32
C -0.78 -4.08 3.04 -0.61
C -0.39 -3.74 1.77 -0.13
H 2.52 -2.34 2.32 0.51
H 1.93 -2.92 4.67 0.40
H -0.23 -4.11 5.12 0.38
H -1.74 -4.54 3.18 0.41
H -1.01 -3.88 0.89 0.38
```

Summary:
Total charge   -1
LUMO energy (spin up / spin down)   2.47 / 2.23 eV
HOMO-LUMO gap (spin up / spin down)   0.223 / 0.225 Ha
Max |F|   2.3 eV/Å
ΔE to the lowest compared entry with this formula, charge and spin   108.8 kcal per mole
2S+1   2

=====

Entry 6:
One molecule with the formula C18H23N5OS in a non-equilibrium geometry. Source: the Open Molecules 2025 dataset; level of theory: ωB97M-V/def2-TZVPD.

XYZ file:
```
48
Properties=species:S:1:pos:R:3:mulliken_charge:R:1
C -4.40 -1.80 2.32 -1.18
C -4.16 -2.83 1.23 -0.17
C -4.27 -2.25 -0.18 -1.18
N -3.29 -1.23 -0.45 0.30
C -1.96 -1.47 -0.71 0.28
C -1.38 -2.83 -0.83 -1.76
C -1.33 -0.27 -0.87 -0.61
C -2.31 0.75 -0.71 0.44
C -2.10 2.18 -0.79 0.52
O -3.00 3.01 -0.85 -0.67
C -0.65 2.65 -0.78 -0.78
S 0.08 2.39 0.88 -0.21
C 1.41 1.37 0.50 0.29
N 1.68 0.92 -0.74 -0.38
C 2.76 0.18 -0.59 0.22
N 3.44 -0.51 -1.48 -0.62
C 4.50 -1.17 -1.06 0.91
C 5.26 -1.95 -2.09 -1.12
C 4.91 -1.17 0.28 -1.06
C 4.20 -0.45 1.22 1.38
C 4.51 -0.36 2.67 -1.40
N 3.13 0.21 0.76 0.85
N 2.26 0.97 1.44 -1.46
C -3.52 0.11 -0.46 0.52
C -4.85 0.72 -0.25 -1.63
H -3.70 -0.97 2.23 0.29
H -5.42 -1.41 2.26 0.26
H -4.27 -2.24 3.30 0.40
H -4.88 -3.64 1.32 0.42
H -3.16 -3.26 1.37 0.20
H -5.26 -1.81 -0.31 0.52
H -4.15 -3.05 -0.91 0.28
H -1.32 -3.34 0.13 0.29
H -1.96 -3.46 -1.50 0.33
H -0.37 -2.75 -1.23 0.41
H -0.29 -0.14 -1.11 0.74
H -0.03 2.10 -1.48 0.50
H -0.62 3.72 -0.98 0.51
H 6.29 -1.59 -2.13 0.31
H 5.28 -3.00 -1.82 0.30
H 4.79 -1.83 -3.06 0.35
H 5.78 -1.72 0.58 0.39
H 4.68 0.69 2.94 0.33
H 5.38 -0.95 2.92 0.38
H 3.65 -0.70 3.25 0.33
H -5.54 0.41 -1.04 0.33
H -4.75 1.80 -0.29 0.42
H -5.28 0.44 0.71 0.26
```

Summary:
SMILES   CCCn1c(C)cc(C(=O)CSc2nc3nc(C)cc(C)n3n2)c1C
LUMO energy   0.48 eV
HOMO-LUMO gap   0.305 Ha
Max |F|   1.4 eV/Å
ΔE to the lowest compared entry with this formula, charge and spin   0.0 kcal per mole

=====

Entry 7:
An isolated ion of composition C4H8NOS and charge +1 in a non-equilibrium geometry. Source: the Open Molecules 2025 dataset; level of theory: ωB97M-V/def2-TZVPD.

XYZ file:
```
15
Properties=species:S:1:pos:R:3:mulliken_charge:R:1
C -0.47 1.52 0.60 -1.35
C 0.16 0.66 -0.39 0.30
N -0.59 -0.69 -0.83 -0.15
C -0.19 -1.52 0.28 -0.42
O 1.20 -1.38 0.48 -0.25
C 1.42 -0.11 0.08 0.09
S 2.92 0.38 -0.17 -0.18
H -0.32 1.07 1.55 0.38
H -1.51 1.73 0.67 0.39
H 0.04 2.45 0.49 0.36
H 0.37 1.26 -1.29 0.43
H -0.17 -0.94 -1.66 0.32
H -1.61 -0.66 -1.01 0.34
H -0.84 -1.24 1.14 0.34
H -0.41 -2.55 0.08 0.40
```

Summary:
SMILES   C[C@@H]1[NH2+]COC1=S
Total charge   +1
LUMO energy   -4.16 eV
HOMO-LUMO gap   0.332 Ha
Max |F|   3.2 eV/Å
ΔE to the lowest compared entry with this formula, charge and spin   31.1 kcal per mole